Entry 1:
The molecule C5H7NO. Source: the OMol25 dataset; level of theory: wB97M-V/def2-TZVPD.

Structure (XYZ):
```
14
Properties=species:S:1:pos:R:3:forces:R:3
H 0.5532 3.0195 0.9077 0.12 -0.13 0.14
C -0.6389 0.2453 0.1677 -0.09 -0.01 0.02
H -1.2203 -2.7384 -0.4260 0.15 0.09 -0.12
H -0.6574 -2.3271 -2.0588 0.09 0.10 0.11
H -1.6674 0.5203 0.3510 0.11 -0.03 0.10
N 0.5555 2.1216 1.3595 -0.19 0.30 0.10
O 1.1424 -0.8373 -0.6128 -0.18 0.05 -0.08
H 0.8425 2.0794 2.3206 0.11 0.05 -0.20
C -1.0597 -1.9142 -1.1314 0.03 -0.06 -0.03
C 1.5816 0.2677 0.0606 -0.15 0.29 -0.09
C -0.2230 -0.8278 -0.5399 -0.26 0.08 0.09
H 2.6208 0.5517 -0.0321 -0.07 -0.41 0.16
H -2.0444 -1.4850 -1.3502 0.20 -0.12 0.02
C 0.5332 0.9551 0.5845 0.14 -0.21 -0.22
```
Positions in Å, forces in eV/Å.

Values from the calculation:
**DFT total energy**: -324.6875 Ha
**LUMO**: 0.039 hartree
**Total charge**: 0
**Multiplicity**: 1
**HOMO-LUMO gap**: 0.345 Ha

***

Entry 2:
A structure of composition C5H7NO at a distorted geometry. Source: the OMol25 dataset; level of theory: wB97M-V/def2-TZVPD.

Structure (XYZ):
```
14
Properties=species:S:1:pos:R:3:forces:R:3
H -2.0001 0.2941 1.4392 -0.05 -0.19 -0.03
H 2.1843 -1.0499 -0.4362 -0.02 0.43 -0.26
H 0.3850 1.2183 0.3548 3.41 2.43 -1.15
H 2.3128 1.7700 -0.5325 -1.10 -0.26 0.70
C 1.3742 1.1823 -0.4031 -1.54 0.67 1.42
C 0.7503 0.5764 -1.6086 0.47 -0.31 -0.06
C -1.8013 -0.7866 1.4326 -0.38 0.00 0.02
C 1.3972 -0.3094 -0.5415 -0.34 -0.48 -0.78
C -0.0160 -0.4776 -0.0902 -0.29 -2.63 -0.92
H 0.9083 0.8701 -2.6460 0.08 -0.39 0.40
N -0.4879 -1.0658 0.9014 0.30 0.73 0.03
O -0.5728 0.2066 -1.2057 -0.50 -0.08 0.87
H -2.5979 -1.2800 0.8702 0.01 0.01 -0.01
H -1.8361 -1.1485 2.4657 -0.06 0.06 -0.23
```
Positions in Å, forces in eV/Å.

Values from the calculation:
**DFT total energy**: -324.5699 Ha
**LUMO**: 0.039 hartree
**Total charge**: 0
**Multiplicity**: 1
**HOMO-LUMO gap**: 0.389 Ha

***

Entry 3:
A cluster of 2 separate species, C5H7NO in total at a distorted geometry. Source: the OMol25 dataset; level of theory: wB97M-V/def2-TZVPD.

Structure (XYZ):
```
14
Properties=species:S:1:pos:R:3:forces:R:3
H 2.2305 -0.3844 -0.3742 -0.33 0.38 -0.31
O -0.0411 0.4558 -2.5056 0.26 -0.28 0.48
H -1.9627 0.7703 -0.6069 0.34 -0.17 0.24
H -2.3308 -0.9513 -0.3623 0.27 0.12 0.18
C 0.3997 -0.2640 -1.7460 -0.54 -0.09 -2.59
H 0.8907 -1.6142 1.0819 -0.28 -0.12 0.43
C 0.6492 0.6238 0.6230 0.32 0.35 -0.28
H -2.3053 0.1491 1.0214 -0.18 0.08 -0.09
C -1.8212 -0.0821 0.0696 0.06 0.00 0.16
C -0.3840 -0.4263 0.4353 -0.14 -0.38 1.66
H 2.5634 1.3602 0.0698 0.14 0.05 0.50
C 1.8564 0.5447 0.0544 0.22 0.15 0.90
N -0.1162 -1.5784 0.9042 -0.15 -0.56 -0.70
H 0.3714 1.3968 1.3355 0.00 0.47 -0.57
```
Positions in Å, forces in eV/Å.

Values from the calculation:
**DFT total energy**: -324.6276 Ha
**LUMO**: 0.018 hartree
**Total charge**: 0
**Multiplicity**: 1
**HOMO-LUMO gap**: 0.362 Ha

***

Entry 4:
The molecule C5H7NO at a distorted geometry. Source: the OMol25 dataset; level of theory: wB97M-V/def2-TZVPD.

Structure (XYZ):
```
14
Properties=species:S:1:pos:R:3:forces:R:3
H -1.3104 -1.8763 0.0363 0.23 -0.74 0.35
C -1.1739 0.0365 -0.8270 -1.87 -0.37 -1.17
N -4.0401 0.6649 0.9549 -0.95 0.35 1.74
H -0.9050 0.4691 -1.7745 0.28 0.25 0.16
C -0.5458 0.1540 0.4697 0.34 -0.60 1.37
H -1.1747 0.1700 1.3825 -0.20 -0.06 -1.05
C -3.4394 0.3496 0.0362 -0.68 0.56 1.06
O -2.8392 0.0744 -0.9995 4.43 -1.15 -2.14
H 1.6824 0.3131 0.4300 -0.67 0.04 0.13
H 0.8822 1.8861 0.5595 -0.37 -0.63 0.25
C 0.7797 0.8133 0.8348 0.24 0.70 -1.79
H 0.7558 0.7103 1.8793 0.71 0.19 1.47
H 0.3693 -1.5277 -0.7243 0.45 -0.43 -0.24
C -0.5244 -1.2062 -0.2480 -1.96 1.89 -0.14
```
Positions in Å, forces in eV/Å.

Values from the calculation:
**DFT total energy**: -324.6081 Ha
**LUMO**: 0.029 hartree
**Total charge**: 0
**Multiplicity**: 1
**HOMO-LUMO gap**: 0.404 Ha

***

Entry 5:
A structure of composition C5H7NO at a distorted geometry. Source: the OMol25 dataset; level of theory: wB97M-V/def2-TZVPD.

Structure (XYZ):
```
14
Properties=species:S:1:pos:R:3:forces:R:3
H 0.6385 0.1856 -2.2876 -0.07 -0.02 -0.26
C -0.4203 0.0016 -0.1975 -0.07 0.41 -0.11
N -1.6037 0.7921 -0.1579 -0.41 0.34 0.33
C 0.6464 0.0549 -1.2211 0.09 -0.87 -0.43
H -1.9660 -1.1781 0.7623 -0.09 -0.02 -0.19
H 1.8055 1.3670 0.6599 -2.05 1.16 1.80
C -1.7170 -0.6736 -0.1682 -0.21 -0.26 -0.03
H -2.1438 -1.0736 -1.0781 -0.05 -0.13 0.07
C 0.6905 -0.0534 0.8465 0.57 -0.18 0.00
H -1.7149 1.1493 0.7831 -0.17 0.21 0.08
O 0.9521 1.2973 1.2244 2.78 0.04 -0.84
H 2.5084 -0.8528 -0.5439 0.50 0.45 0.39
H 0.7349 -0.6934 1.7316 -0.49 -0.13 -0.20
C 1.5894 -0.3228 -0.3534 -0.34 -1.01 -0.60
```
Positions in Å, forces in eV/Å.

Values from the calculation:
**DFT total energy**: -324.5821 Ha
**LUMO**: 0.035 hartree
**Total charge**: 0
**Multiplicity**: 1
**HOMO-LUMO gap**: 0.379 Ha

***

Entry 6:
A cluster of 2 separate species, C5H7NO2 in total at a distorted geometry. Source: the OMol25 dataset; level of theory: wB97M-V/def2-TZVPD.

Structure (XYZ):
```
15
Properties=species:S:1:pos:R:3:forces:R:3
O -1.3562 1.6344 1.4439 -2.39 -0.56 -1.90
C 1.2390 -0.9324 0.6341 0.87 -0.09 0.36
O 0.0318 2.3917 3.0673 1.57 0.87 2.15
H -0.4462 0.2593 -2.4832 0.54 0.80 -0.64
H 0.0268 -1.4415 -2.0208 -0.78 2.06 1.00
C 1.2605 0.1724 -0.1452 -0.38 0.30 -0.37
C -0.6793 1.9988 2.2765 0.61 0.11 0.10
N -0.2037 0.0891 -0.4000 -1.40 -0.43 -0.08
C -0.5559 -0.4669 -1.7149 2.51 -2.20 -0.43
H -0.8898 0.8888 -0.2992 1.61 -0.88 0.47
H 1.8801 0.5237 -0.9093 0.98 0.73 -0.73
H -0.7002 -1.8983 0.5850 -0.30 0.29 -0.12
H 2.1325 -1.5413 0.9198 -1.28 0.50 0.16
H -1.5548 -0.7210 -1.7382 -2.37 -0.64 0.28
C -0.1847 -0.9570 0.7842 0.20 -0.85 -0.25
```
Positions in Å, forces in eV/Å.

Values from the calculation:
**DFT total energy**: -399.8118 Ha
**LUMO**: 0.024 hartree
**Total charge**: 0
**Multiplicity**: 1
**HOMO-LUMO gap**: 0.269 Ha

***

Entry 7:
The molecule C5H7NO2 at a distorted geometry. Source: the OMol25 dataset; level of theory: wB97M-V/def2-TZVPD.

Structure (XYZ):
```
15
Properties=species:S:1:pos:R:3:forces:R:3
C -0.8677 0.1074 -0.3019 -1.59 1.69 -1.75
H 1.3839 -1.5959 -1.9861 0.20 -0.12 -0.04
C -2.1373 0.9232 -1.4409 2.97 -2.73 3.17
H -0.7486 1.1156 1.5270 0.70 1.44 -2.09
C -1.1038 2.4835 -0.2797 2.31 1.33 1.18
N -1.9197 2.3098 -1.2082 -1.94 -0.43 -1.74
O 0.0740 -0.3365 -1.2076 0.79 -2.05 -0.31
H 0.7570 1.4387 0.4891 -1.70 0.16 -0.40
C 0.8140 -1.5905 -1.0630 0.72 1.58 -0.41
H 0.3061 -2.5264 -1.0283 -1.40 -0.35 0.06
H -1.3889 -0.6213 0.3287 0.34 -0.13 -0.33
O -2.8001 0.2182 -2.1180 -0.40 1.46 -0.42
H -0.7603 3.5199 -0.0756 -0.52 -0.60 0.06
H 1.5357 -1.6247 -0.2388 -0.20 0.55 0.16
C -0.3836 1.3510 0.4106 -0.28 -1.79 2.86
```
Positions in Å, forces in eV/Å.

Values from the calculation:
**DFT total energy**: -399.8617 Ha
**LUMO**: 0.009 hartree
**Total charge**: 0
**Multiplicity**: 1
**HOMO-LUMO gap**: 0.319 Ha

***

Entry 8:
A structure of composition C5H7NO2 at a distorted geometry. Source: the OMol25 dataset; level of theory: wB97M-V/def2-TZVPD.

Structure (XYZ):
```
15
Properties=species:S:1:pos:R:3:forces:R:3
C -1.4099 -0.1906 0.2045 0.59 -1.03 0.66
N -0.3590 -2.5702 -0.3143 -3.25 0.00 -0.84
O 2.5913 -0.6303 0.2372 -4.34 2.27 1.15
C -0.0209 2.0191 -0.2785 -4.19 -0.19 -4.41
H 0.9043 2.4888 -0.2273 1.92 0.26 0.45
C 0.5491 -0.3381 0.1589 4.35 -1.19 0.66
H 0.5427 -2.9343 -0.3533 1.46 -0.92 -0.37
H -1.1000 -2.9490 -0.9510 1.36 0.40 1.06
C -0.3949 -1.2427 -0.0691 0.99 -1.16 -0.77
H -0.1793 1.5881 -1.3697 0.79 1.24 1.61
H 2.7745 0.1546 0.8608 -0.44 -1.68 -1.33
H -0.2249 1.1767 1.5241 -0.38 -0.52 1.95
O -2.5899 -0.2359 0.3192 -0.98 0.46 -0.21
C -0.2997 0.7856 0.5492 1.36 3.47 -0.30
H -0.7833 2.8781 -0.2906 0.75 -1.40 0.69
```
Positions in Å, forces in eV/Å.

Values from the calculation:
**DFT total energy**: -399.7686 Ha
**LUMO**: -0.019 hartree
**Total charge**: 0
**Multiplicity**: 1
**HOMO-LUMO gap**: 0.320 Ha

***

Entry 9:
The molecule C5H7NO2 at a distorted geometry. Source: the OMol25 dataset; level of theory: wB97M-V/def2-TZVPD.

Structure (XYZ):
```
15
Properties=species:S:1:pos:R:3:forces:R:3
C 1.6829 -1.8322 0.2302 -0.96 1.12 -0.29
C 1.0466 -0.8295 0.1209 0.32 0.98 -0.10
H 2.0816 -2.7649 0.2377 1.12 -1.97 0.18
H -1.4577 -1.2678 1.0285 0.32 0.42 0.90
H -1.0884 1.4315 1.2959 -0.33 0.47 -0.22
N 1.2467 1.5678 0.0283 0.90 1.71 -3.17
O -1.3597 -0.9654 -1.1055 2.90 -0.32 -1.66
H 0.8378 2.3120 0.5915 0.35 0.16 -0.66
H -0.5554 -1.4079 -1.6042 -2.39 1.00 1.48
O -1.1486 -0.5482 1.6394 -1.33 -1.72 -0.86
H 1.4700 1.8501 -1.0301 -0.58 -0.23 3.38
C 0.3894 0.4694 0.0137 -0.65 -2.09 0.13
H -1.3262 1.1431 -1.4670 0.68 -0.64 0.92
C -0.9055 0.4913 0.8072 1.19 1.23 -1.67
C -0.9135 0.3507 -0.7865 -1.54 -0.12 1.66
```
Positions in Å, forces in eV/Å.

Values from the calculation:
**DFT total energy**: -399.8092 Ha
**LUMO**: 0.028 hartree
**Total charge**: 0
**Multiplicity**: 1
**HOMO-LUMO gap**: 0.368 Ha

***

Entry 10:
The molecule C5H7NO2 at a distorted geometry. Source: the OMol25 dataset; level of theory: wB97M-V/def2-TZVPD.

Structure (XYZ):
```
15
Properties=species:S:1:pos:R:3:forces:R:3
C -1.1331 -0.3827 -0.9056 2.62 2.11 2.60
N -0.2255 -1.2143 -1.5913 1.91 0.79 -0.83
O 2.3249 0.8557 -0.2292 -1.53 0.51 -0.46
H 0.5581 -1.6380 -1.1061 -0.94 -1.13 0.72
C 1.1565 0.5314 -0.3007 -0.26 -2.88 1.32
C 0.3642 0.0801 1.0764 0.16 -0.68 0.19
H 0.6731 -0.8536 1.6544 0.58 0.68 -1.62
H -2.0311 -0.0967 -1.4078 -0.37 -0.24 -0.41
H -1.8328 0.4934 1.0127 -0.21 0.81 0.11
H -1.3917 -1.2414 1.2311 0.47 2.25 -1.37
H 0.2967 0.9372 -2.3905 -0.06 -1.83 1.50
O 0.5912 1.1003 2.0232 0.64 0.84 -0.79
C 0.2661 0.2040 -1.4867 -2.11 2.06 -0.93
H 1.4739 1.4297 1.7260 -0.69 0.04 0.75
C -1.0906 -0.2050 0.6940 -0.21 -3.33 -0.80
```
Positions in Å, forces in eV/Å.

Values from the calculation:
**DFT total energy**: -399.8559 Ha
**LUMO**: 0.014 hartree
**Total charge**: 0
**Multiplicity**: 1
**HOMO-LUMO gap**: 0.370 Ha

***

Entry 11:
A structure of composition C5H7NO2 at a distorted geometry. Source: the OMol25 dataset; level of theory: wB97M-V/def2-TZVPD.

Structure (XYZ):
```
15
Properties=species:S:1:pos:R:3:forces:R:3
O -1.4797 -0.0807 -0.3842 -0.78 1.86 0.86
H -0.4474 -1.3150 -1.6478 3.39 -2.85 4.51
H -2.6952 1.2604 -1.2698 -1.00 -0.26 -0.34
H 1.7356 -1.4427 0.8053 -3.45 -1.17 -0.57
H -0.6176 1.9461 0.0398 -0.36 -1.96 0.22
N 2.9868 1.4045 0.5002 -5.37 -1.41 -0.31
C -2.7939 0.5774 -0.4258 2.07 0.14 0.90
C 0.5248 -1.3391 0.5125 0.85 -2.04 -0.65
H -0.4070 -1.9719 1.1677 3.30 2.63 -1.12
O 0.2663 -2.0113 -0.8253 -1.68 3.46 -2.29
H -3.5664 -0.2280 -0.4338 0.48 1.20 0.07
C 1.8473 1.0218 0.4603 3.05 -0.87 0.93
C -0.5498 0.8040 0.1770 -2.14 1.12 -2.96
H -2.6085 1.2165 0.4654 -2.15 -0.38 -0.24
C 0.5391 0.1758 0.4506 3.79 0.55 1.00
```
Positions in Å, forces in eV/Å.

Values from the calculation:
**DFT total energy**: -399.7325 Ha
**LUMO**: 0.001 hartree
**Total charge**: 0
**Multiplicity**: 1
**HOMO-LUMO gap**: 0.363 Ha

***

Entry 12:
The molecule C5H7NO2 at a distorted geometry. Source: the OMol25 dataset; level of theory: wB97M-V/def2-TZVPD.

Structure (XYZ):
```
15
Properties=species:S:1:pos:R:3:forces:R:3
H 2.6653 1.5404 -0.1595 -1.37 -1.25 0.09
H -1.8717 1.8610 -0.2443 0.03 -0.27 0.10
H 1.5027 -2.0550 0.4235 -1.63 1.02 -0.15
C 0.6066 -1.3590 0.2200 1.39 -2.52 -1.14
C 1.0185 0.0157 0.0077 2.04 1.55 0.56
H -0.2196 -1.4978 0.8760 -0.16 0.13 1.42
N -2.4394 -0.1076 0.0040 1.14 -0.38 -0.24
C -0.0212 1.0039 -0.0932 -0.64 -1.77 -0.09
O -2.3942 -1.1763 -0.5725 0.45 0.10 -0.12
C -1.3359 0.9176 -0.1472 -2.27 0.97 0.02
C 2.3008 0.4667 -0.0497 0.92 0.52 -0.43
O -3.3695 0.2493 0.6835 -0.14 0.43 0.28
H 0.0756 -1.6995 -0.6744 0.50 -0.20 -0.42
H 0.2596 1.9941 -0.1931 0.87 1.84 -0.20
H 3.2223 -0.1535 -0.0808 -1.12 -0.19 0.32
```
Positions in Å, forces in eV/Å.

Values from the calculation:
**DFT total energy**: -399.7866 Ha
**LUMO**: -0.014 hartree
**Total charge**: 0
**Multiplicity**: 1
**HOMO-LUMO gap**: 0.334 Ha

***

Question: multiplicity of number 5 (C5H7NO)?
Answer: 1

***

Please write out number 6 again, unchanged.
A cluster of 2 separate species, C5H7NO2 in total at a distorted geometry. Source: the OMol25 dataset; level of theory: wB97M-V/def2-TZVPD.

Structure (XYZ):
```
15
Properties=species:S:1:pos:R:3:forces:R:3
O -1.3562 1.6344 1.4439 -2.39 -0.56 -1.90
C 1.2390 -0.9324 0.6341 0.87 -0.09 0.36
O 0.0318 2.3917 3.0673 1.57 0.87 2.15
H -0.4462 0.2593 -2.4832 0.54 0.80 -0.64
H 0.0268 -1.4415 -2.0208 -0.78 2.06 1.00
C 1.2605 0.1724 -0.1452 -0.38 0.30 -0.37
C -0.6793 1.9988 2.2765 0.61 0.11 0.10
N -0.2037 0.0891 -0.4000 -1.40 -0.43 -0.08
C -0.5559 -0.4669 -1.7149 2.51 -2.20 -0.43
H -0.8898 0.8888 -0.2992 1.61 -0.88 0.47
H 1.8801 0.5237 -0.9093 0.98 0.73 -0.73
H -0.7002 -1.8983 0.5850 -0.30 0.29 -0.12
H 2.1325 -1.5413 0.9198 -1.28 0.50 0.16
H -1.5548 -0.7210 -1.7382 -2.37 -0.64 0.28
C -0.1847 -0.9570 0.7842 0.20 -0.85 -0.25
```
Positions in Å, forces in eV/Å.

Values from the calculation:
**DFT total energy**: -399.8118 Ha
**LUMO**: 0.024 hartree
**Total charge**: 0
**Multiplicity**: 1
**HOMO-LUMO gap**: 0.269 Ha